Record 1
One molecule with the formula C4H3N3O in a non-equilibrium geometry, computed with the ωB97M-V functional and the def2-TZVPD basis.

Summary:
Energy above the lowest of the compared OMol25 structures with the same formula, charge and spin   5.190 eV
Orbital gap   8.13 eV
Multiplicity   1
SMILES string   O=c1ccnnnc1
HOMO   -9.7 eV
LUMO energy   -1.596 eV

Each line ends with the Löwdin charge.
Geometry (Å):
C -0.30650 0.13295 1.20139  -0.397
C -1.01253 -0.75719 0.27120  -0.013
C -0.68491 -1.02836 -1.06102  -0.148
C 1.04244 0.41967 0.80109  -0.087
H -1.87676 -1.53469 0.54774  0.155
H -0.90176 -2.00034 -1.68781  0.157
H 1.81889 -0.19199 1.39674  0.161
N -0.23067 0.01749 -1.75899  0.002
N 0.71706 0.78291 -1.51182  0.059
N 1.53071 0.27923 -0.37786  0.057
O -0.92388 0.44589 2.25101  0.056


Record 2
A 2-piece molecular cluster, C4H3N3OS overall in a non-equilibrium geometry, computed with the ωB97M-V functional and the def2-TZVPD basis.

Summary:
Energy above the lowest of the compared OMol25 structures with the same formula, charge and spin   4.734 eV
Orbital gap   6.88 eV
Multiplicity   1
HOMO   -9.0 eV
LUMO energy   -2.097 eV

Each line ends with the Löwdin charge.
Geometry (Å):
C -1.83528 -1.69025 -0.40919  -0.057
C -0.76465 -0.91594 -0.48186  -0.031
C -0.29619 -0.75055 -1.85199  -0.418
C 0.17588 0.28080 1.05556  -0.810
N -1.99727 -2.17766 -1.80013  0.057
N -1.15894 -1.64728 -2.54633  0.054
N 1.24737 0.87468 0.55536  0.030
O 0.59473 -0.06599 -2.35186  0.126
S -0.57942 0.47936 2.42812  0.680
H -2.53823 -2.08919 0.35428  0.123
H 1.91401 0.45095 -0.14347  0.133
H 1.76956 1.59157 1.06448  0.112


Record 3
One molecule with the formula C4H3N4P in a non-equilibrium geometry, computed with the ωB97M-V functional and the def2-TZVPD basis.

Summary:
Energy above the lowest of the compared OMol25 structures with the same formula, charge and spin   4.064 eV
Orbital gap (spin up / spin down)   8.13 / 8.73 eV
Multiplicity   1
HOMO (spin up / spin down)   -9.9 / -10.5 eV
LUMO energy (spin up / spin down)   -1.806 / -1.814 eV

Each line ends with the Löwdin charge.
Geometry (Å):
C -1.57251 1.48583 -0.14209  -0.238
C 1.66868 -0.33805 0.59294  -0.239
C -0.31516 1.06582 0.34544  -0.058
C 0.66497 0.19704 -0.30030  -0.382
N -2.55564 1.98534 -0.53445  0.166
N 2.53297 -0.95862 0.94764  0.185
N -1.25974 -1.25615 1.26147  -0.266
N 0.10958 -1.08836 -0.82301  -0.264
P -0.95541 -2.06663 -0.00194  0.738
H -0.12328 1.50494 1.33761  0.131
H 1.21705 0.77642 -1.02189  0.155
H 0.58849 -1.30758 -1.66142  0.069


Record 4
One molecule with the formula C4H3NO in a non-equilibrium geometry, computed with the ωB97M-V functional and the def2-TZVPD basis.

Summary:
Energy above the lowest of the compared OMol25 structures with the same formula, charge and spin   4.520 eV
Orbital gap (spin up / spin down)   8.85 / 8.85 eV
Multiplicity   1
SMILES string   O=C[C@@H]1C2=N[C@H]21
HOMO (spin up / spin down)   -9.3 / -9.3 eV
LUMO energy (spin up / spin down)   -0.468 / -0.467 eV

Each line ends with the Löwdin charge.
Geometry (Å):
C 1.56968 0.16848 -1.01090  -0.013
C -1.18952 -0.06154 -0.54152  -0.255
C 0.23051 0.16258 -0.16594  -0.171
C 1.38430 -0.90529 0.34444  -0.089
N 2.48185 -0.28012 -0.14246  0.059
O -1.84934 -1.03264 -0.21072  0.062
H -1.59376 0.99912 -0.83526  0.151
H 0.07625 0.95577 0.61753  0.149
H 1.18516 -1.96344 0.23456  0.108


Record 5
One molecule with the formula C4H3NO in a non-equilibrium geometry, computed with the ωB97M-V functional and the def2-TZVPD basis.

Summary:
Energy above the lowest of the compared OMol25 structures with the same formula, charge and spin   1.558 eV
Orbital gap   11.56 eV
Multiplicity   1
SMILES string   C#C[C@H](O)C#N
HOMO   -11.1 eV
LUMO energy   0.473 eV

Each line ends with the Löwdin charge.
Geometry (Å):
O 0.85296 0.74902 -1.29075  0.004
C -0.03934 0.55352 -0.22557  -0.402
C -0.42177 -0.85488 -0.00406  -0.066
C -0.82406 -1.98504 0.09082  0.142
C 0.36642 1.24599 1.02490  -0.149
N 0.54790 1.89733 1.96183  0.163
H 1.71739 0.37557 -1.07494  0.111
H -0.94239 1.10257 -0.50742  0.158
H -1.19962 -2.98325 0.17445  0.038


Record 6
A 2-piece molecular cluster, C4H3NO overall in a non-equilibrium geometry, computed with the ωB97M-V functional and the def2-TZVPD basis.

Summary:
Energy above the lowest of the compared OMol25 structures with the same formula, charge and spin   7.056 eV
Orbital gap (spin up / spin down)   7.50 / 7.28 eV
Multiplicity   1
HOMO (spin up / spin down)   -9.3 / -8.8 eV
LUMO energy (spin up / spin down)   -1.781 / -1.558 eV

Each line ends with the Löwdin charge.
Geometry (Å):
C -2.41277 -1.43730 -0.76278  -0.414
C -0.57337 0.52576 -0.41434  -0.028
C -1.71322 -1.22547 -1.84722  0.165
C -0.07917 0.42360 0.93552  -0.135
N -2.98006 -1.68735 0.22656  0.180
O -1.40989 0.77018 0.52587  -0.010
H -1.74869 -1.22290 -2.86988  0.013
H -0.01357 -0.61229 1.32293  0.117
H 0.56216 1.25267 1.29885  0.114


Record 7
One molecule with the formula C4H3NO2 in a non-equilibrium geometry, computed with the ωB97M-V functional and the def2-TZVPD basis.

Summary:
Energy above the lowest of the compared OMol25 structures with the same formula, charge and spin   2.071 eV
Orbital gap   10.03 eV
Multiplicity   1
SMILES string   O=Cc1ncco1
HOMO   -10.1 eV
LUMO energy   -0.048 eV

Each line ends with the Löwdin charge.
Geometry (Å):
O 3.14593 0.55348 0.36874  0.077
C 2.10566 0.03127 0.05250  -0.158
C 0.56953 0.32689 0.10556  -0.237
N 0.04141 -0.76855 -0.36576  0.071
C -1.31185 -0.63605 -0.29659  -0.106
C -1.58942 0.58098 0.22238  -0.066
O -0.39871 1.22485 0.48557  0.070
H 1.93668 -0.95776 -0.39951  0.109
H -1.97332 -1.43328 -0.61647  0.114
H -2.52591 1.07818 0.44358  0.125


Record 8
A 2-piece molecular cluster, C4H3NO2 overall in a non-equilibrium geometry, computed with the ωB97M-V functional and the def2-TZVPD basis.

Summary:
Energy above the lowest of the compared OMol25 structures with the same formula, charge and spin   1.963 eV
Orbital gap   10.09 eV
Multiplicity   1
HOMO   -9.7 eV
LUMO energy   0.422 eV

Each line ends with the Löwdin charge.
Geometry (Å):
N -0.76010 1.10911 1.84448  0.198
C 0.02173 0.92593 0.93607  -0.177
C 0.97661 0.70265 0.03781  -0.079
C 1.25695 -0.66647 -0.39457  -0.313
C -1.88205 -0.78076 -0.91491  0.023
O 0.61306 -1.64559 -0.07028  -0.014
O -2.11987 -1.64957 -1.60836  0.051
H -1.74835 1.23161 1.63617  0.090
H 1.52428 1.53984 -0.38119  0.103
H 2.11775 -0.76675 -1.08522  0.118


Record 9
One molecule with the formula C4H3NO2, computed with the ωB97M-V functional and the def2-TZVPD basis.

Summary:
Energy above the lowest of the compared OMol25 structures with the same formula, charge and spin   4.736 eV
Orbital gap (spin up / spin down)   6.94 / 7.99 eV
Multiplicity   1
HOMO (spin up / spin down)   -9.3 / -9.5 eV
LUMO energy (spin up / spin down)   -2.352 / -1.517 eV

Each line ends with the Löwdin charge.
Geometry (Å):
O -2.18752 1.09484 -0.72716  0.134
C -1.68366 0.03258 -0.66296  -0.148
C -0.04016 -0.12704 -0.78793  -0.425
N 0.13646 -1.02359 -1.59108  0.297
O 1.95373 -1.22438 0.53803  0.041
C 1.53752 -0.15303 0.94962  -0.278
C 0.42525 0.54187 0.34274  0.001
H -2.13369 -0.95965 -0.55694  0.142
H 2.02929 0.36884 1.79122  0.124
H -0.03722 1.44955 0.70446  0.111


Record 10
One molecule with the formula C4H3NO2, computed with the ωB97M-V functional and the def2-TZVPD basis.

Summary:
Energy above the lowest of the compared OMol25 structures with the same formula, charge and spin   1.080 eV
Orbital gap   9.76 eV
Multiplicity   1
SMILES string   O=Cc1ncco1
HOMO   -9.9 eV
LUMO energy   -0.175 eV

Each line ends with the Löwdin charge.
Geometry (Å):
O -2.60304 -0.04818 0.94348  0.083
C -2.01646 -0.18508 -0.10242  -0.163
C -0.54063 -0.07479 -0.16301  -0.333
N 0.28041 -0.19331 -1.16112  0.145
C 1.52540 0.01315 -0.59660  -0.103
C 1.36993 0.24739 0.73080  -0.076
O 0.05423 0.19307 1.01650  0.081
H -2.53883 -0.39548 -1.05112  0.130
H 2.44134 -0.02139 -1.17036  0.109
H 2.02156 0.45817 1.56351  0.127


Record 11
A 2-piece molecular cluster, C4H3NO2 overall in a non-equilibrium geometry, computed with the ωB97M-V functional and the def2-TZVPD basis.

Summary:
Energy above the lowest of the compared OMol25 structures with the same formula, charge and spin   3.677 eV
Orbital gap   9.85 eV
Multiplicity   1
SMILES string   N=C=C=C=O.C=O
HOMO   -9.4 eV
LUMO energy   0.437 eV

Each line ends with the Löwdin charge.
Geometry (Å):
C -1.42954 0.50859 -0.27542  -0.023
C -1.36754 1.50249 0.47128  -0.178
C -1.59112 -0.56746 -0.91814  -0.209
C 2.14827 -1.36543 -0.12578  -0.160
N -1.21455 2.53456 1.10242  0.215
O -1.93274 -1.46625 -1.57263  0.170
O 1.96737 -0.96498 -1.22042  0.007
H 1.68439 -0.80744 0.70546  0.079
H 2.56829 -2.36222 0.01445  0.078
H -0.83283 2.98814 1.81878  0.024


Record 12
One molecule with the formula C4H3NO2 in a non-equilibrium geometry, computed with the ωB97M-V functional and the def2-TZVPD basis.

Summary:
Energy above the lowest of the compared OMol25 structures with the same formula, charge and spin   9.714 eV
Orbital gap   10.87 eV
Multiplicity   1
HOMO   -10.1 eV
LUMO energy   0.783 eV

Each line ends with the Löwdin charge.
Geometry (Å):
C 0.22017 0.04720 -1.72797  0.078
C 1.20501 -0.18011 -0.91246  0.039
C -0.10167 -0.54364 -0.38982  -0.290
C -0.76838 -0.33876 2.05513  0.003
N -0.69307 0.04898 0.77209  -0.048
O -0.71312 1.02401 2.45689  -0.082
O -0.59643 1.51606 1.13794  -0.023
H -0.35210 0.21119 -2.56742  0.079
H 2.15694 -0.19290 -0.43625  0.109
H -0.35736 -1.59204 -0.38812  0.136


Record 13
One molecule with the formula C4H3NO2 in a non-equilibrium geometry, computed with the ωB97M-V functional and the def2-TZVPD basis.

Summary:
Energy above the lowest of the compared OMol25 structures with the same formula, charge and spin   2.065 eV
Orbital gap   10.55 eV
Multiplicity   1
SMILES string   N#CC(C=O)C=O
HOMO   -10.8 eV
LUMO energy   -0.257 eV

Each line ends with the Löwdin charge.
Geometry (Å):
O -2.17441 0.97293 -0.36667  0.091
C -1.43660 0.09987 -0.00404  -0.208
C 0.38658 -0.11808 -1.28752  -0.211
N 0.39687 -0.69345 -2.28975  0.203
O 1.73536 -1.26667 0.72294  0.088
C 1.14543 -0.25730 1.00192  -0.202
C 0.10651 0.38700 0.05545  -0.185
H -1.76844 -0.94745 0.10555  0.145
H 1.41949 0.32967 1.89928  0.130
H 0.18048 1.47437 0.15642  0.149


Record 14
One molecule with the formula C4H3NO3 in a non-equilibrium geometry, computed with the ωB97M-V functional and the def2-TZVPD basis.

Summary:
Energy above the lowest of the compared OMol25 structures with the same formula, charge and spin   4.193 eV
Orbital gap   10.57 eV
Multiplicity   1
SMILES string   O=C1OC(=O)[C@@H]2N[C@H]12
HOMO   -10.3 eV
LUMO energy   0.247 eV

Each line ends with the Löwdin charge.
Geometry (Å):
C -1.06965 -0.49006 0.01136  -0.376
C 1.23986 -0.27835 0.01821  -0.321
C 0.65423 1.10816 -0.41578  -0.025
C -0.83046 1.07340 -0.50209  -0.250
H 1.36794 2.12611 -0.56266  0.212
H -0.59235 0.86311 1.53704  0.149
H -1.84013 1.31474 -1.21195  0.218
N -0.43831 1.58196 0.72516  0.038
O -1.94584 -1.24378 -0.28579  0.154
O 0.12183 -1.01484 0.57460  0.058
O 2.34512 -0.72345 -0.22740  0.142


Record 15
One molecule with the formula C4H3NO3 in a non-equilibrium geometry, computed with the ωB97M-V functional and the def2-TZVPD basis.

Summary:
Energy above the lowest of the compared OMol25 structures with the same formula, charge and spin   4.163 eV
Orbital gap   9.01 eV
Multiplicity   1
SMILES string   O=C1C=CO/C1=N\O
HOMO   -9.7 eV
LUMO energy   -0.653 eV

Each line ends with the Löwdin charge.
Geometry (Å):
C 0.27646 -0.00435 -0.18173  -0.275
C -1.28133 -1.42877 0.03121  -0.042
C -1.93154 -0.18857 0.20186  0.065
C -0.89558 0.81760 -0.05385  -0.359
H 3.27546 0.50012 0.32076  0.199
H -1.60701 -2.49665 -0.11694  0.155
H -2.90700 -0.03661 0.43699  0.074
N 1.43168 0.52526 -0.00851  0.083
O 2.53949 -0.27606 0.11899  -0.039
O 0.05921 -1.38181 -0.13577  0.061
O -0.82261 2.05548 -0.05399  0.078


Record 16
One molecule with the formula C4H3NO3 in a non-equilibrium geometry, computed with the ωB97M-V functional and the def2-TZVPD basis.

Summary:
Energy above the lowest of the compared OMol25 structures with the same formula, charge and spin   3.610 eV
Orbital gap   10.59 eV
Multiplicity   1
SMILES string   O=C1OC(=O)[C@@H]2N[C@H]12
HOMO   -10.6 eV
LUMO energy   -0.046 eV

Each line ends with the Löwdin charge.
Geometry (Å):
C 0.91191 1.19324 0.29382  -0.400
C -0.62336 -0.21765 1.28656  -0.233
C -0.20763 -0.90935 0.02118  -0.214
C 0.64815 0.06305 -0.73168  -0.077
H -0.26051 -2.03141 0.07307  0.181
H -0.80895 -0.50822 -1.74371  0.079
H 1.21112 -0.12375 -1.82856  0.223
N -0.81282 -0.05552 -0.89788  0.095
O 1.61299 2.14132 0.25500  0.183
O 0.14703 0.92739 1.39549  0.140
O -1.81795 -0.47909 1.87673  0.023


Record 17
C4H3NO3 as an isolated structure in a non-equilibrium geometry, computed with the ωB97M-V functional and the def2-TZVPD basis.

Summary:
Energy above the lowest of the compared OMol25 structures with the same formula, charge and spin   6.375 eV
Orbital gap   9.27 eV
Multiplicity   1
HOMO   -9.4 eV
LUMO energy   -0.173 eV

Each line ends with the Löwdin charge.
Geometry (Å):
C 1.15739 -0.54044 -0.02418  -0.225
C -0.98054 0.62414 0.04297  -0.443
C -2.25337 0.04885 0.04243  -0.028
C -3.39740 -0.25700 -0.15768  0.166
H 3.78484 0.83728 0.51792  0.256
H 1.49518 -1.60174 -0.11391  0.160
H -4.37751 -0.87762 -0.23660  0.102
N 1.97786 0.46014 0.06998  -0.018
O 3.28689 0.00319 -0.23807  -0.173
O -0.11605 -0.45774 0.17524  0.044
O -0.57729 1.76095 -0.07810  0.161